[1]
118
Properties=species:S:1:pos:R:3:lowdin_spin:R:1 method="wB97M-V/def2-TZVPD" spin_multiplicity=3 de_lowest_ev=0.0000 total_charge=+2 homo_energy_ev="-11.919 / -11.918" energy_ev=-192052.193 s_squared=2.021 gap_ev="5.43 / 5.84"
V -0.002 -1.057 -0.783 1.885
O -3.805 -1.508 7.228 0.000
C -2.928 -1.376 6.187 0.000
C -1.724 -2.127 6.094 0.000
C -0.917 -1.915 4.993 0.000
N -1.201 -1.030 4.053 0.000
C -2.306 -0.329 4.194 0.000
Br -2.803 0.878 2.874 0.000
C -3.244 -0.453 5.225 0.000
H -3.488 -2.171 7.897 0.000
H -1.421 -2.874 6.870 0.000
H 0.003 -2.503 4.832 0.000
H -4.218 0.004 5.195 0.000
C -5.495 2.439 -0.482 0.000
C -5.655 1.186 -1.331 0.000
C -5.010 1.220 -2.725 0.000
C -7.147 0.907 -1.642 0.000
C -5.013 0.015 -0.489 0.001
C -5.782 -0.861 0.331 0.001
C -5.191 -1.944 0.990 0.000
C -3.823 -2.181 0.938 0.001
S -2.878 -3.422 1.684 0.007
C -1.521 -2.935 0.721 0.004
N -1.673 -1.667 0.187 0.005
C -3.025 -1.290 0.207 0.006
C -3.631 -0.151 -0.435 0.001
C -0.459 -3.705 0.102 0.009
C -0.325 -5.098 0.272 -0.001
C 0.325 -5.839 -0.717 0.015
C 0.953 -5.171 -1.815 -0.006
C 0.847 -3.791 -1.993 0.011
C 0.172 -3.076 -0.987 -0.034
H -5.813 3.372 -1.009 0.000
H -4.425 2.590 -0.217 0.000
H -6.019 2.392 0.529 0.000
H -5.579 1.916 -3.364 0.000
H -5.080 0.231 -3.178 0.000
H -3.932 1.561 -2.767 0.000
H -7.497 1.651 -2.324 0.000
H -7.829 0.879 -0.786 0.000
H -7.234 -0.099 -2.156 0.000
H -6.862 -0.679 0.393 0.000
H -5.788 -2.579 1.626 0.000
H -3.000 0.522 -0.940 0.001
H -0.812 -5.583 1.105 0.000
H 0.219 -6.937 -0.681 0.001
H 1.528 -5.776 -2.509 -0.001
H 1.150 -3.367 -2.918 0.000
C 1.445 2.009 -1.299 0.008
N 2.803 1.623 -1.027 0.000
C 3.157 0.553 -0.060 0.005
P 2.320 -1.129 -0.326 0.008
C 3.443 -1.779 -1.607 0.004
C 3.937 -3.121 -1.562 -0.001
C 4.753 -3.529 -2.642 0.001
C 4.983 -2.690 -3.748 -0.002
C 4.347 -1.434 -3.828 0.001
C 3.554 -0.991 -2.766 -0.001
C 2.887 -2.071 1.159 -0.003
C 1.937 -2.593 2.070 0.001
C 2.355 -3.297 3.174 0.000
C 3.682 -3.445 3.537 0.000
C 4.628 -3.029 2.566 0.000
C 4.247 -2.352 1.393 -0.001
C 3.879 2.438 -1.435 0.000
C 3.681 3.830 -1.683 0.000
C 4.760 4.642 -2.036 0.000
C 6.014 4.129 -2.282 0.000
C 6.210 2.760 -2.077 0.000
C 5.201 1.905 -1.719 0.000
P 0.179 1.489 -0.054 0.008
C -1.157 2.703 -0.396 0.003
C -1.597 3.670 0.523 0.000
C -2.299 4.778 0.078 0.000
C -2.756 4.856 -1.241 0.000
C -2.566 3.778 -2.064 0.000
C -1.610 2.808 -1.741 0.000
C 0.836 2.159 1.472 -0.002
C 0.810 1.336 2.589 0.000
C 1.440 1.838 3.745 0.000
C 1.984 3.084 3.805 0.000
C 2.030 3.855 2.631 0.000
C 1.377 3.462 1.476 -0.001
H 1.102 1.534 -2.247 0.002
H 1.374 3.106 -1.495 0.001
H 2.900 0.817 0.983 0.000
H 4.256 0.392 -0.065 0.000
H 3.647 -3.754 -0.708 0.000
H 5.203 -4.547 -2.648 0.000
H 5.546 -3.088 -4.574 0.000
H 4.446 -0.836 -4.740 0.000
H 3.014 -0.028 -2.838 0.000
H 0.848 -2.283 1.997 0.001
H 1.568 -3.764 3.767 0.000
H 3.983 -3.910 4.424 0.000
H 5.681 -3.263 2.769 0.000
H 4.925 -1.906 0.685 0.000
H 2.739 4.268 -1.533 0.000
H 4.549 5.715 -2.165 0.000
H 6.860 4.757 -2.615 0.000
H 7.224 2.359 -2.255 0.000
H 5.508 0.865 -1.608 0.000
H -1.340 3.608 1.602 0.000
H -2.561 5.582 0.805 0.000
H -3.266 5.741 -1.600 0.000
H -3.036 3.783 -3.024 0.000
H -1.241 2.037 -2.402 0.000
H 0.329 0.363 2.545 0.000
H 1.543 1.181 4.597 0.000
H 2.469 3.435 4.710 0.000
H 2.583 4.817 2.615 0.000
H 1.308 4.091 0.644 0.000
C -0.684 -0.226 -5.266 0.007
C -0.496 -0.404 -3.843 0.038
N -0.404 -0.540 -2.683 0.009
H -1.704 -0.442 -5.568 0.001
H 0.041 -0.773 -5.929 0.000
H -0.452 0.803 -5.438 0.003

=====

[2]
127
Properties=species:S:1:pos:R:3:mulliken_charge:R:1 method="wB97M-V/def2-TZVPD" de_lowest_ev=5.6459 total_charge=+1 homo_energy_ev=-10.375 energy_ev=-125599.778 gap_ev=6.79
C -2.120 0.085 -4.974 -0.584
C -1.209 -1.003 -4.439 -0.524
C 0.409 -0.906 -4.297 0.122
C 1.006 -0.425 -2.862 -0.795
N 0.424 -0.781 -1.550 1.705
C -0.832 -0.088 -1.138 -0.235
C -0.666 1.213 -0.099 -0.335
O -2.096 -0.409 -1.426 -0.261
C 0.249 -2.232 -1.242 -0.083
C -0.440 -3.399 -2.161 -0.692
O 0.677 -2.641 -0.013 -0.427
C 2.456 -1.268 -2.848 -1.603
C 3.137 -0.484 -1.587 0.679
C 4.772 -0.658 -1.626 -0.020
F 5.395 0.020 -2.820 -0.388
C 5.501 0.068 -0.307 -0.210
C 6.260 1.470 -0.796 -0.820
C 2.585 1.071 -1.871 -0.748
N 1.630 0.975 -3.054 0.870
B 0.766 2.145 -3.443 -0.477
O 0.210 2.284 -4.836 -0.569
C 0.391 3.436 -2.439 -0.045
C 1.289 4.740 -2.976 -0.665
H -2.265 1.117 -4.419 0.161
H -2.693 -0.126 -6.000 0.230
H -1.785 -2.012 -4.164 0.205
H 0.837 -2.004 -4.492 0.452
H 0.799 -0.273 -5.231 0.210
H -1.300 0.896 0.862 0.434
H -1.183 2.178 -0.512 0.268
H 0.431 1.359 0.280 -0.451
H -0.392 -4.434 -1.574 0.236
H 0.140 -3.607 -3.182 0.259
H -1.603 -3.217 -2.354 0.046
H 2.432 -2.430 -2.911 0.419
H 3.225 -1.016 -3.727 0.326
H 2.859 -0.777 -0.489 0.267
H 5.065 -1.812 -1.705 0.355
H 4.702 0.312 0.528 -0.021
H 6.336 -0.674 0.083 0.333
H 7.265 1.261 -1.373 0.280
H 5.523 2.169 -1.418 0.166
H 6.500 2.085 0.196 0.337
H 2.246 1.620 -0.895 0.055
H 3.426 1.813 -2.271 0.379
H 2.326 0.956 -3.860 0.748
H 0.942 2.505 -5.483 0.343
H -0.756 3.659 -2.391 0.369
H 0.827 3.212 -1.350 0.076
H 0.710 5.309 -3.821 -0.098
H 1.503 5.453 -2.045 0.365
H 2.358 4.355 -3.340 0.251
C 0.242 -0.044 5.145 -0.046
C 1.390 -0.688 4.369 -0.885
C 1.640 0.166 3.127 0.250
S 1.134 1.825 3.552 1.150
O -0.011 2.180 2.739 -0.615
O 2.307 2.671 3.651 -0.722
C 0.562 1.443 5.195 -0.793
H 0.143 -0.468 6.149 -0.261
H -0.702 -0.208 4.612 0.377
H 2.291 -0.702 4.995 0.331
H 1.163 -1.724 4.097 0.331
H 2.696 0.168 2.847 0.200
H 1.031 -0.169 2.282 -0.171
H -0.303 2.060 5.443 0.513
H 1.382 1.646 5.891 0.346
C 1.338 -5.816 1.451 -0.590
C 1.048 -7.242 1.917 -0.679
C 0.236 -7.148 3.207 -0.673
S -0.662 -5.606 3.121 1.179
O -0.170 -4.727 4.161 -0.627
O -2.073 -5.885 2.944 -0.696
C 0.016 -5.070 1.562 -0.108
H 1.728 -5.794 0.430 0.303
H 2.085 -5.357 2.110 0.332
H 0.463 -7.765 1.150 0.304
H 1.970 -7.813 2.072 0.335
H -0.472 -7.975 3.299 0.357
H 0.885 -7.113 4.087 0.375
H 0.134 -3.985 1.559 0.035
H -0.676 -5.377 0.773 0.207
C -1.461 -1.757 10.255 -0.671
C -1.340 -0.324 10.771 -0.620
C 0.140 0.051 10.743 -0.637
S 0.878 -0.923 9.439 1.115
O 1.817 -1.851 10.033 -0.674
O 1.238 -0.052 8.339 -0.593
C -0.600 -1.818 9.002 -0.601
H -2.499 -2.027 10.043 0.336
H -1.076 -2.455 11.009 0.315
H -1.904 0.349 10.113 0.293
H -1.755 -0.221 11.779 0.318
H 0.282 1.113 10.527 0.342
H 0.637 -0.208 11.682 0.363
H -0.346 -2.837 8.704 0.472
H -1.077 -1.290 8.171 0.246
C -0.385 6.318 -8.776 -0.528
C -0.925 7.321 -7.758 -0.691
C -0.372 6.927 -6.389 -0.637
S 1.182 6.102 -6.697 1.005
O 1.056 4.717 -6.294 -0.484
O 2.269 6.946 -6.242 -0.691
C 1.100 6.182 -8.475 -0.726
H -0.558 6.649 -9.804 0.353
H -0.885 5.351 -8.643 0.279
H -0.579 8.328 -8.020 0.307
H -2.019 7.342 -7.751 0.319
H -0.199 7.803 -5.758 0.407
H -1.034 6.224 -5.877 0.357
H 1.547 5.287 -8.911 0.382
H 1.649 7.072 -8.796 0.350
C -6.925 -2.291 -0.315 -0.615
C -5.700 -1.534 0.196 -0.756
C -4.949 -1.001 -1.024 0.167
S -6.174 -0.771 -2.304 1.214
O -5.896 -1.699 -3.379 -0.662
O -6.364 0.647 -2.532 -0.700
C -7.557 -1.391 -1.366 -0.716
H -7.626 -2.519 0.493 0.357
H -6.611 -3.238 -0.770 0.288
H -6.024 -0.696 0.824 0.349
H -5.055 -2.173 0.808 0.313
H -4.462 -0.046 -0.811 0.178
H -4.211 -1.723 -1.386 -0.099
H -8.248 -1.920 -2.025 0.394
H -8.058 -0.536 -0.903 0.326

=====

[3]
8
Properties=species:S:1:pos:R:3:lowdin_spin:R:1 method="wB97M-V/def2-TZVPD" spin_multiplicity=3 de_lowest_ev=0.0000 total_charge=-1 homo_energy_ev="-5.274 / -5.060" energy_ev=-11210.537 s_squared=2.027 gap_ev="9.43 / 6.69"
C -2.029 0.459 -1.050 0.071
C -1.003 -1.900 -1.406 0.001
N -2.888 1.254 -1.027 0.347
N -1.098 -0.363 -1.287 0.551
O -0.159 -2.422 -0.749 0.020
O -1.881 -2.240 -2.151 0.084
O 0.882 0.487 -0.038 0.920
H 1.189 -0.210 -0.689 0.006